Below is a 9-piece molecular cluster, C59H116Br2N9O5 overall at a distorted geometry, with properties calculated with ωB97M-V with the def2-TZVPD basis set.

Properties
Charge: +7
Relative energy (zero: lowest compared OMol25 entry of this formula, charge and spin), eV: 0.000
Electronic energy, eV: -226723.7728
Frontier orbital gap, eV: 4.803

Element x y z (Å)
1 C 6.517 -2.883 -2.721
2 C 5.447 -3.731 -2.076
3 N 4.342 -2.982 -1.285
4 C 5.040 -2.006 -0.348
5 C 3.464 -2.195 -2.223
6 C 2.616 -3.119 -3.154
7 C 3.546 -4.026 -0.397
8 C 2.224 -3.483 0.210
9 O 2.432 -2.416 1.111
10 C 1.190 -1.729 1.392
11 H 6.981 -2.216 -2.006
12 H 6.142 -2.286 -3.567
13 H 7.100 -3.637 -3.232
14 H 5.851 -4.463 -1.333
15 H 4.874 -4.260 -2.793
16 H 4.189 -1.535 0.147
17 H 5.571 -1.202 -0.852
18 H 5.723 -2.620 0.266
19 H 4.188 -1.520 -2.679
20 H 2.795 -1.636 -1.548
21 H 1.868 -3.575 -2.489
22 H 3.220 -3.940 -3.489
23 H 2.094 -2.548 -3.921
24 H 4.291 -4.302 0.399
25 H 3.345 -4.934 -0.993
26 H 1.708 -4.333 0.716
27 H 1.478 -3.161 -0.556
28 H 0.586 -2.345 2.036
29 H 0.633 -1.483 0.509
30 H 1.476 -0.825 1.894
31 C 6.679 5.222 -8.596
32 C 5.877 4.621 -7.444
33 N 4.362 4.520 -7.607
34 C 3.773 5.826 -7.864
35 C 4.074 3.711 -8.927
36 C 4.617 2.269 -8.973
37 C 3.638 3.824 -6.421
38 C 4.211 4.272 -5.022
39 O 3.527 3.481 -4.005
40 C 3.952 2.136 -3.982
41 H 6.559 4.621 -9.466
42 H 7.724 5.337 -8.317
43 H 6.327 6.237 -8.745
44 H 5.929 5.340 -6.626
45 H 6.247 3.613 -7.145
46 H 4.290 6.216 -8.721
47 H 3.983 6.541 -7.039
48 H 2.701 5.767 -8.121
49 H 4.517 4.398 -9.614
50 H 3.015 3.771 -9.155
51 H 4.394 1.854 -9.934
52 H 4.121 1.645 -8.227
53 H 5.684 2.245 -8.782
54 H 3.813 2.766 -6.528
55 H 2.587 4.085 -6.543
56 H 3.980 5.341 -4.941
57 H 5.267 4.172 -4.881
58 H 4.001 1.783 -2.962
59 H 4.906 2.059 -4.444
60 H 3.360 1.539 -4.666
61 C -5.912 0.285 -0.944
62 C -6.772 1.317 -0.298
63 N -6.234 2.547 0.355
64 C -5.271 3.283 -0.607
65 C -7.401 3.560 0.528
66 C -8.507 3.040 1.518
67 C -5.510 2.093 1.675
68 C -4.862 3.260 2.432
69 O -3.558 3.432 1.825
70 C -2.893 4.469 2.430
71 H -6.603 -0.392 -1.465
72 H -5.340 -0.231 -0.207
73 H -5.286 0.811 -1.696
74 H -7.253 0.835 0.564
75 H -7.582 1.628 -0.966
76 H -4.288 2.887 -0.540
77 H -5.306 4.365 -0.318
78 H -5.697 3.253 -1.641
79 H -7.710 3.751 -0.490
80 H -6.966 4.457 0.944
81 H -9.386 3.651 1.496
82 H -8.206 3.004 2.584
83 H -8.974 2.074 1.296
84 H -4.895 1.223 1.370
85 H -6.311 1.705 2.362
86 H -4.776 3.003 3.500
87 H -5.426 4.179 2.361
88 H -1.881 4.582 2.006
89 H -2.634 4.332 3.482
90 H -3.415 5.421 2.368
91 C 7.459 5.223 7.988
92 C 7.182 3.810 8.419
93 N 6.640 2.880 7.252
94 C 7.800 2.652 6.253
95 C 6.395 1.571 7.895
96 C 5.160 1.603 8.863
97 C 5.539 3.573 6.543
98 C 4.816 2.797 5.379
99 O 5.648 2.682 4.264
100 C 5.006 1.931 3.254
101 H 7.921 5.790 8.792
102 H 6.601 5.806 7.646
103 H 8.198 5.212 7.204
104 H 6.359 3.760 9.152
105 H 8.033 3.247 8.815
106 H 8.591 2.171 6.867
107 H 8.069 3.629 5.870
108 H 7.450 2.059 5.420
109 H 7.290 1.377 8.499
110 H 6.281 0.781 7.171
111 H 4.726 0.637 8.892
112 H 4.505 2.338 8.489
113 H 5.530 1.783 9.855
114 H 5.870 4.533 6.139
115 H 4.785 3.930 7.217
116 H 3.825 3.256 5.202
117 H 4.582 1.787 5.713
118 H 5.642 2.031 2.384
119 H 3.989 2.343 3.085
120 H 4.908 0.931 3.638
121 C -5.722 -1.813 -6.776
122 C -5.417 -0.818 -7.793
123 O -4.321 -0.386 -8.006
124 N -6.508 -0.430 -8.764
125 H -7.069 0.199 -8.192
126 H -6.117 0.119 -9.549
127 C -7.118 -1.590 -9.442
128 H -5.961 -2.767 -7.335
129 H -6.622 -1.502 -6.227
130 H -4.883 -1.987 -6.084
131 H -6.268 -2.015 -10.028
132 H -7.864 -1.325 -10.222
133 H -7.480 -2.303 -8.707
134 C 1.027 1.968 -0.946
135 N 0.518 1.873 0.375
136 C 1.100 2.619 1.381
137 C 0.560 2.726 2.624
138 C -0.601 1.986 2.995
139 C -1.134 1.139 1.996
140 C -0.584 1.169 0.711
141 C -1.145 2.151 4.405
142 C -2.171 1.323 4.928
143 C -2.546 1.501 6.256
144 N -1.863 2.371 7.099
145 C -0.870 3.099 6.605
146 C -0.490 3.013 5.298
147 C -2.373 2.601 8.489
148 H 0.655 1.091 -1.493
149 H 2.125 2.035 -0.994
150 H 0.655 2.918 -1.362
151 H 1.984 3.182 1.052
152 H 1.037 3.298 3.400
153 H -1.917 0.381 2.197
154 H -1.010 0.574 -0.081
155 H -2.697 0.605 4.304
156 H -3.378 0.955 6.714
157 H -0.269 3.672 7.295
158 H 0.304 3.649 4.994
159 H -2.751 1.648 8.907
160 H -3.147 3.372 8.535
161 H -1.527 2.965 9.142
162 C -7.949 -12.599 -0.474
163 N -7.424 -11.416 0.263
164 C -6.459 -11.610 1.110
165 C -5.693 -10.504 1.527
166 C -5.972 -9.267 1.104
167 C -7.057 -9.106 0.210
168 C -7.815 -10.191 -0.180
169 C -5.065 -8.071 1.174
170 C -3.711 -8.232 0.904
171 C -2.913 -7.116 0.915
172 N -3.432 -5.943 1.196
173 C -4.768 -5.748 1.451
174 C -5.630 -6.764 1.390
175 C -2.589 -4.764 1.206
176 H -7.397 -12.653 -1.384
177 H -8.998 -12.512 -0.718
178 H -7.813 -13.449 0.181
179 H -6.191 -12.600 1.498
180 H -4.815 -10.634 2.168
181 H -7.309 -8.102 -0.112
182 H -8.600 -10.185 -0.954
183 H -3.392 -9.219 0.583
184 H -1.858 -7.006 0.684
185 H -5.128 -4.745 1.659
186 H -6.703 -6.599 1.532
187 H -2.759 -4.241 0.278
188 H -1.572 -5.127 1.106
189 H -2.883 -4.098 1.991
190 Br -3.848 -0.865 2.081
191 Br -1.392 -1.671 -1.500